Record 1
The following is a DFT calculation (ωB97M-V/def2-TZVPD) of a 3-piece molecular cluster, C5H18NO2 overall.

Kohn-Sham gap: 11.34 eV
relative energy (zero: lowest compared OMol25 entry of this formula, charge and spin): 18.28 kcal per mole
LUMO level: -2.94 eV

```
! wB97M-V def2-TZVPD RIJCOSX def2/J DEFGRID3
* xyz 1 1
C -0.44 1.36 -1.94
C -1.06 0.34 -1.01
C -0.15 -0.67 -0.39
C 0.56 -1.36 -1.55
C 0.89 -0.13 0.59
N -1.72 1.23 0.14
H -0.38 0.90 -2.94
H 0.57 1.74 -1.71
H -1.04 2.24 -2.09
H -1.93 -0.09 -1.50
H -0.84 -1.37 0.16
H 0.87 -2.35 -1.18
H 1.54 -0.94 -1.76
H -0.14 -1.50 -2.37
H 0.66 0.67 1.31
H 1.92 0.03 0.29
H 1.09 -0.93 1.36
H -0.99 1.74 0.63
H -2.20 0.64 0.82
H -2.42 1.85 -0.25
H -1.47 2.84 3.09
H -0.56 1.46 3.23
O -1.19 2.00 2.71
H 2.79 -3.71 0.82
H 3.16 -2.98 2.10
O 2.48 -3.02 1.42
*
```

---

Record 2
The following is a DFT calculation (ωB97M-V/def2-TZVPD) of C15H17F3HfN2O2 as an isolated structure.

Kohn-Sham gap: 7.32 eV
LUMO level: -9.12 eV

```
! wB97M-V def2-TZVPD RIJCOSX def2/J DEFGRID3
* xyz 2 1
C -0.78 2.61 3.22
C -0.87 3.63 2.16
H -1.66 1.97 3.24
H -0.57 2.85 4.24
H -0.11 1.81 2.88
H -0.63 3.02 1.28
H -1.78 4.17 1.88
H -0.05 4.36 2.11
C 0.48 -2.48 1.68
C 0.87 -3.81 1.63
C 1.34 -4.31 0.39
C 1.47 -3.53 -0.79
H 0.12 -1.95 2.56
H 0.81 -4.42 2.54
H 1.64 -5.35 0.32
H 1.89 -3.89 -1.72
N 0.52 -1.81 0.49
C 1.03 -2.20 -0.75
C 1.11 -1.27 -1.92
N 0.58 0.03 -1.90
C 0.76 1.07 -2.76
C 1.71 -0.62 -4.16
C 1.31 0.71 -3.99
H 0.45 2.06 -2.45
H 1.39 1.48 -4.74
C 1.66 -1.59 -3.16
H 2.04 -2.61 -3.26
H 2.11 -0.92 -5.13
Hf 0.09 0.09 0.04
C 1.82 1.09 0.87
H 2.33 1.67 0.09
H 2.55 0.31 1.13
H 1.82 1.75 1.74
F -5.37 0.89 0.18
C -4.09 1.28 0.39
F -3.81 2.30 -0.48
F -4.00 1.79 1.65
C -3.04 0.16 0.20
O -3.34 -0.96 -0.12
O -1.81 0.61 0.42
*
```

---

Record 3
The following is a DFT calculation (ωB97M-V/def2-TZVPD) of C3H2FLaO2 as an isolated structure.

Kohn-Sham gap (spin up / spin down): 5.47 / 5.45 eV
relative energy (zero: lowest compared OMol25 entry of this formula, charge and spin): 0.00 kcal per mole
LUMO level (spin up / spin down): -1.08 / -1.10 eV

```
! wB97M-V def2-TZVPD RIJCOSX def2/J DEFGRID3
* xyz 0 1
C -1.48 0.25 -0.14
C 1.44 -0.82 0.07
O -1.46 -0.90 0.24
O -0.19 0.86 -0.32
C 0.91 0.37 0.32
H 2.14 -1.34 0.72
F 1.25 -1.44 -1.12
H 1.21 0.89 1.24
La -3.83 2.12 -1.01
*
```

---

Record 4
The following is a DFT calculation (ωB97M-V/def2-TZVPD) of an isolated ion of composition C2H7N2 and charge +1.

Kohn-Sham gap: 6.80 eV
relative energy (zero: lowest compared OMol25 entry of this formula, charge and spin): 125.74 kcal per mole
LUMO level: -9.02 eV

```
! wB97M-V def2-TZVPD RIJCOSX def2/J DEFGRID3
* xyz 1 1
C 1.65 -0.15 -0.31
N 0.45 -0.73 0.20
C -0.60 0.03 0.65
N -1.51 0.35 -0.55
H 2.21 -0.99 -0.70
H 1.40 0.65 -1.05
H 2.19 0.37 0.50
H -1.24 -0.61 1.34
H -0.40 0.99 1.13
H -2.44 0.65 -0.26
H -1.72 -0.57 -0.96
*
```

---

Record 5
The following is a DFT calculation (ωB97M-V/def2-TZVPD) of a 2-piece molecular cluster, C4H8ClNO3S overall.

Kohn-Sham gap: 10.20 eV
relative energy (zero: lowest compared OMol25 entry of this formula, charge and spin): 0.00 kcal per mole
LUMO level: 0.23 eV

```
! wB97M-V def2-TZVPD RIJCOSX def2/J DEFGRID3
* xyz 0 1
C 0.77 -0.67 1.79
C 0.94 0.75 1.44
C 0.45 -1.35 0.40
C 1.33 0.75 0.04
N 2.02 1.73 -0.40
O -1.62 -1.25 -2.00
O -2.65 1.00 -2.82
O 0.88 -0.38 -0.54
S -1.58 0.19 -1.88
Cl -2.53 0.66 -0.10
H 1.74 -1.07 2.18
H -0.12 -0.78 2.45
H -0.23 1.04 1.32
H 1.38 1.41 2.16
H 1.01 -2.33 0.33
H -0.68 -1.61 0.19
H 2.27 1.45 -1.43
H -3.38 0.47 -3.14
*
```

---

Record 6
The following is a DFT calculation (ωB97M-V/def2-TZVPD) of C24H47N8O4P3S4SbSeSr as an isolated structure.

Kohn-Sham gap (spin up / spin down): 3.30 / 2.74 eV
relative energy (zero: lowest compared OMol25 entry of this formula, charge and spin): 19.59 kcal per mole
LUMO level (spin up / spin down): 3.65 / 3.10 eV

```
! wB97M-V def2-TZVPD RIJCOSX def2/J DEFGRID3
* xyz -2 2
Sr 1.01 -0.83 0.36
C -2.31 3.93 -0.67
N -1.80 2.74 -0.01
C -2.33 2.19 1.13
C -1.66 1.02 1.33
N -0.73 0.84 0.33
C -0.84 1.89 -0.47
P 0.05 2.14 -2.05
C 1.81 1.75 -1.74
N 2.35 0.63 -1.29
C 3.70 0.74 -1.46
C 3.99 1.94 -2.04
N 2.79 2.59 -2.20
C 2.61 3.92 -2.76
C -0.40 0.51 -2.77
N -0.07 -0.66 -2.25
C -0.63 -1.61 -3.06
C -1.32 -1.02 -4.08
N -1.16 0.33 -3.90
C -1.82 1.36 -4.70
H -2.85 4.53 0.06
H -3.00 3.64 -1.47
H -1.49 4.51 -1.09
H -3.13 2.62 1.73
H -1.83 0.30 2.11
H 4.39 -0.05 -1.17
H 4.93 2.41 -2.30
H 3.60 4.35 -2.94
H 2.08 4.55 -2.05
H 2.06 3.89 -3.69
H -0.50 -2.67 -2.87
H -1.91 -1.41 -4.89
H -1.54 1.25 -5.75
H -1.51 2.34 -4.35
H -2.90 1.27 -4.59
S 6.15 -1.69 0.18
Sb 4.14 -2.36 1.11
S 3.12 -0.52 2.19
S 2.62 -3.01 -0.57
C 0.08 2.77 4.35
C 1.49 2.36 4.00
O 2.05 3.17 2.93
P 2.01 2.63 1.38
O 1.20 3.86 0.65
C 1.35 5.23 1.03
C 0.23 5.67 1.95
O 3.49 3.22 0.94
C 4.71 2.81 1.58
C 5.32 3.99 2.31
H -0.31 2.15 5.16
H -0.60 2.65 3.50
H 0.05 3.82 4.68
H 1.54 1.31 3.71
H 2.16 2.49 4.85
H 1.33 5.82 0.11
H 2.33 5.38 1.49
H -0.73 5.35 1.54
H 0.23 6.77 2.05
H 0.35 5.23 2.93
H 5.38 2.45 0.80
H 4.54 1.97 2.25
H 5.51 4.81 1.62
H 6.26 3.69 2.78
H 4.63 4.34 3.08
C -6.31 0.35 0.73
N -5.74 0.43 -0.64
C -4.55 0.04 -1.12
S -3.99 0.72 -2.62
N -3.84 -0.90 -0.52
C -4.17 -1.70 0.68
H -6.85 1.27 0.92
H -5.55 0.26 1.55
H -7.02 -0.49 0.81
H -6.17 1.08 -1.26
H -2.91 -0.99 -0.88
H -5.20 -2.04 0.62
H -4.03 -1.16 1.65
H -3.51 -2.58 0.66
Se -4.16 0.40 3.66
C -0.85 -0.83 4.25
P -0.46 -2.27 3.30
C -1.72 -3.48 3.72
C 1.06 -2.94 3.99
O -0.37 -2.08 1.80
H -0.78 -1.06 5.32
H -1.92 -0.49 4.05
H -0.15 -0.03 3.99
H -1.69 -3.70 4.79
H -1.57 -4.39 3.14
H -2.70 -3.03 3.48
H 0.94 -3.14 5.05
H 1.84 -2.20 3.84
H 1.34 -3.85 3.46
*
```

---

Q: Which formula does entry 5 have?
A: C4H8ClNO3S

---

Q: Which formula does entry 2 have?
A: C15H17F3HfN2O2